37
Properties=species:S:1:pos:R:3:mulliken_charge:R:1 method="wB97M-V/def2-TZVPD" fmax_ev_per_a=10.19 multiplicity=1 e_homo_ev=-10.13 e_tot_ha=-2040.49516 smiles="[H]/N=C/CCOCCOCS(=O)(=O)C(F)(F)C(F)(F)C(F)(F)C(F)(F)F" e_above_lowest_kj_mol=631.4 gap_ev=9.105
H 2.0017 -3.3624 2.3125 0.22
N 1.3954 -2.5797 1.9218 -0.42
C 2.0842 -1.3847 2.1560 -0.32
C 1.4084 0.0398 1.6613 0.71
C 0.4613 0.7593 2.8212 -0.57
O -0.9824 0.5722 2.5503 -0.38
C -1.4433 -0.7620 2.9968 -0.32
C -2.0359 -1.5367 1.6444 -0.46
O -1.9517 -0.6920 0.4229 -0.27
C -1.3895 -1.5156 -0.6972 -0.67
S -1.6227 -0.7462 -2.3895 1.06
O -2.3269 -1.8447 -3.2749 -0.64
O -2.6496 0.4038 -2.2537 -0.55
C -0.0383 -0.3011 -3.2843 0.46
F 0.7723 -1.5720 -3.3498 -0.25
F -0.2243 0.1210 -4.7017 -0.23
C 0.9103 0.7970 -2.5217 0.58
F 1.8783 1.3070 -3.5640 -0.28
F 1.7677 0.0824 -1.5207 -0.23
C 0.1223 2.1023 -1.9196 0.53
F -0.8307 2.6738 -2.9425 -0.25
F -0.5793 1.8056 -0.6153 -0.17
C 1.1442 3.3763 -1.5543 0.49
F 1.6021 4.1196 -2.7502 -0.20
F 2.2281 2.9802 -0.6145 -0.21
F 0.2741 4.3385 -0.7797 -0.24
H 3.1432 -1.3694 2.6695 0.32
H 2.2543 0.8050 1.3779 0.29
H 0.6829 -0.2302 0.7793 -0.63
H 0.8035 0.4110 3.8840 0.31
H 0.6865 1.9272 2.7217 0.30
H -2.3231 -0.7135 3.7916 0.30
H -0.5795 -1.4217 3.4773 0.21
H -3.1588 -1.8679 1.7721 0.29
H -1.3152 -2.4600 1.4607 0.33
H -2.0230 -2.5256 -0.6749 0.48
H -0.2831 -1.7782 -0.4210 0.41